# 1
Entry from the Open Molecules 2025 dataset: the ion C5H12N3O with charge +1 at a distorted geometry (ωB97M-V with the def2-TZVPD basis set).

Each line ends with the Löwdin charge.
Atoms and positions in Å:
C 2.99 -0.19 -0.26  -0.10
C 1.87 -0.03 0.86  -0.16
C 0.43 -0.18 0.22  -0.31
N -0.46 0.85 0.90  0.10
C -1.68 0.82 0.07  -0.26
N -2.01 1.91 -0.65  0.17
N -2.39 -0.42 0.07  0.17
C -1.42 -1.56 -0.21  -0.15
O -0.20 -1.45 0.49  -0.06
H 2.86 -1.16 -0.83  0.08
H 2.92 0.63 -1.05  0.09
H 4.01 -0.12 0.24  0.09
H 1.95 1.04 1.23  0.12
H 2.04 -0.68 1.77  0.13
H 0.39 0.08 -0.89  0.17
H -0.76 0.36 1.76  0.15
H -2.44 2.75 -0.26  0.15
H -1.75 1.91 -1.64  0.14
H -3.11 -0.40 -0.66  0.16
H -1.91 -2.51 0.16  0.16
H -1.32 -1.65 -1.33  0.16

Properties
* max |F|: 5.147 eV/Å
* total charge: +1
* SMILES: CC[C@@H]1NC(N)=[NH+]CO1

# 2
Entry from the Open Molecules 2025 dataset: a structure of composition C15H29N4O2PbSeSi (ωB97M-V with the def2-TZVPD basis set).

Each line ends with the Löwdin charge.
Atoms and positions in Å:
Pb -1.84 0.37 0.38  1.08
O -1.79 4.60 0.65  0.09
C -1.81 3.42 0.88  -0.61
O -2.35 2.50 0.15  -0.31
C -1.20 2.92 2.19  -0.18
C -0.80 3.83 3.15  0.03
C -0.32 3.37 4.36  -0.02
C -0.25 2.00 4.57  -0.04
C -0.65 1.15 3.56  -0.13
N -1.10 1.60 2.39  -0.03
H -0.90 4.89 2.92  0.13
H -0.01 4.06 5.13  0.12
H 0.10 1.59 5.51  0.11
H -0.62 0.08 3.69  0.09
N 2.65 -1.32 -1.00  0.18
C 1.61 -2.15 -0.31  -0.36
C 1.06 -3.20 -1.26  -0.10
C -0.20 -3.80 -0.64  -0.37
N -1.28 -2.81 -0.72  0.03
C 0.04 -4.24 0.81  -0.10
C 0.82 -3.27 1.71  -0.37
N 0.01 -2.10 2.11  0.04
C 2.07 -2.75 0.99  -0.10
H 2.13 -0.57 -1.52  0.02
H 3.25 -1.86 -1.62  0.17
H 3.24 -0.82 -0.32  0.16
H 0.81 -1.43 -0.09  0.03
H 1.80 -3.98 -1.44  0.13
H 0.80 -2.75 -2.22  0.13
H -0.45 -4.71 -1.20  0.14
H -2.15 -3.21 -0.38  0.08
H -1.44 -2.57 -1.70  0.08
H 0.61 -5.17 0.79  0.13
H -0.91 -4.48 1.28  0.12
H 1.14 -3.84 2.59  0.14
H 0.51 -1.60 2.84  0.07
H -0.86 -2.41 2.51  0.08
H 2.78 -3.57 0.83  0.13
H 2.57 -2.00 1.62  0.13
C -2.14 1.68 -3.08  -0.22
Si -0.39 2.25 -2.74  0.16
C 0.73 1.84 -4.18  -0.23
C -0.30 4.06 -2.36  -0.19
Se 0.46 1.01 -0.98  0.29
H -2.50 2.17 -3.99  0.04
H -2.80 1.97 -2.26  0.01
H -2.19 0.61 -3.24  0.03
H 0.42 2.41 -5.06  0.04
H 0.70 0.78 -4.44  0.02
H 1.77 2.11 -3.96  0.03
H -0.67 4.61 -3.23  0.05
H 0.73 4.38 -2.18  0.04
H -0.90 4.35 -1.50  0.01

Properties
* max |F|: 0.185 eV/Å
* total charge: +1

# 3
Entry from the Open Molecules 2025 dataset: an isolated molecule of C17H19NO3S (ωB97M-V with the def2-TZVPD basis set).

Each line ends with the Löwdin charge.
Atoms and positions in Å:
C -8.04 -0.63 -1.35  -0.09
O -7.33 -0.69 -0.13  -0.08
C -6.01 -0.37 -0.13  -0.27
C -5.28 0.03 -1.25  -0.02
C -3.94 0.34 -1.12  -0.03
C -3.28 0.25 0.11  -0.23
C -1.87 0.58 0.17  -0.04
C -1.06 0.43 1.23  0.01
C 0.38 0.73 1.25  -0.49
O 1.15 0.12 1.97  0.04
N 0.80 1.74 0.44  0.06
C 2.20 2.06 0.29  -0.24
C 2.80 1.36 -0.92  -0.48
S 4.59 1.63 -1.05  0.86
C 5.20 0.53 0.30  -0.38
C 4.77 -0.87 0.12  -0.36
C 3.67 -1.54 0.58  -0.03
C 3.76 -2.85 0.06  -0.06
C 4.90 -2.88 -0.68  -0.12
O 5.52 -1.69 -0.65  0.04
C -4.03 -0.15 1.22  -0.02
C -5.36 -0.45 1.10  0.01
H -9.06 -0.93 -1.10  0.09
H -7.63 -1.32 -2.09  0.10
H -8.05 0.38 -1.76  0.10
H -5.75 0.11 -2.22  0.10
H -3.39 0.65 -2.00  0.11
H -1.46 0.96 -0.76  0.11
H -1.42 -0.01 2.15  0.11
H 0.14 2.19 -0.17  0.13
H 2.32 3.14 0.21  0.12
H 2.69 1.71 1.20  0.11
H 2.38 1.75 -1.85  0.07
H 2.63 0.28 -0.87  0.07
H 4.85 0.93 1.25  0.08
H 6.29 0.61 0.24  0.08
H 2.90 -1.15 1.22  0.09
H 3.07 -3.65 0.22  0.10
H 5.37 -3.66 -1.25  0.12
H -3.55 -0.22 2.19  0.11
H -5.94 -0.76 1.96  0.12

Properties
* max |F|: 0.937 eV/Å
* SMILES: COc1ccc(/C=C/C(=O)NCCSCc2ccco2)cc1

# 4
Entry from the Open Molecules 2025 dataset: a cluster of 7 separate species, C5H26N2O6 in total at a distorted geometry (ωB97M-V with the def2-TZVPD basis set).

Each line ends with the Löwdin charge.
Atoms and positions in Å:
C -0.94 1.19 -2.77  -0.06
N -0.14 0.98 -1.51  -0.15
C 0.83 -0.08 -1.61  -0.24
C 1.58 -0.28 -0.20  -0.14
C 1.86 -1.78 0.12  -0.18
C 0.86 -2.41 1.18  -0.27
N -0.20 -3.27 0.62  0.00
H -0.29 1.55 -3.54  0.08
H -1.40 0.24 -2.96  0.05
H -1.69 1.88 -2.48  0.07
H -0.90 0.73 -0.83  0.09
H 1.70 0.12 -2.31  0.12
H 0.62 -1.10 -2.03  0.10
H 1.19 0.36 0.52  0.07
H 2.57 -0.02 -0.62  0.10
H 2.85 -1.91 0.59  0.10
H 1.87 -2.49 -0.67  0.08
H 1.48 -2.99 1.88  0.09
H 0.47 -1.59 1.82  0.09
H -1.02 -2.68 0.50  0.03
H 0.05 -3.74 -0.23  0.06
O 0.39 3.44 -0.50  -0.09
H 0.17 4.15 -1.10  0.04
H 0.35 2.50 -0.81  -0.01
O -0.35 2.22 1.94  -0.08
H -0.24 2.59 1.06  -0.01
H 0.46 2.49 2.41  0.00
O -1.65 -0.19 2.74  -0.08
H -2.46 0.30 2.60  0.03
H -0.91 0.46 2.83  0.03
O -2.54 -1.69 -2.52  -0.08
H -1.71 -2.16 -2.66  0.02
H -2.63 -1.79 -1.54  0.02
O -2.24 -0.47 -0.23  -0.07
H -3.16 -0.49 0.06  0.08
H -1.64 -0.63 0.53  0.04
O 2.14 1.92 3.13  -0.05
H 1.84 2.28 3.97  0.06
H 2.82 2.34 2.60  0.06

Properties
* max |F|: 5.471 eV/Å
* SMILES: CNCCCCN.O.O.O.O.O.O

Quick rundown of DFT total energy, same order as above: -11888.611 -104551.053 -36404.365 -20870.455 eV
Quick rundown of gap between HOMO and LUMO, same order as above: 9.38 8.33 8.48 9.18 eV
Quick rundown of LUMO, same order as above: -5.549 -2.634 0.244 0.380 eV